<1>
Entry from the OMol25 dataset: 4 unconnected molecules or ions with the total composition H7O3S (the ωB97M-V functional and the def2-TZVPD basis).

Last columns: bonded neighbours and bond lengths (Å).
CARTESIAN COORDINATES (ANGSTROEM)
1 H 1.8328 0.5278 -0.7494  O6 0.974
2 S -0.4542 0.2649 -1.8577  H4 1.344
3 H -2.0336 -1.8535 0.3766  O7 0.958
4 H -0.2458 -0.9947 -2.2792  S2 1.344
5 H 1.8550 1.0517 0.6365  O6 0.942
6 O 2.4428 0.6992 -0.0093  H1 0.974, H5 0.942
7 O -1.1842 -1.5044 0.6510  H3 0.958, H11 1.002
8 H -0.4163 1.2851 0.4469  O9 0.966
9 O -0.2972 1.2009 1.4022  H8 0.966, H10 0.963
10 H -0.6124 0.3004 1.5309  O9 0.963
11 H -0.8871 -0.9774 -0.1484  O7 1.002

Properties
Total charge ... -1
LUMO energy ... 0.14732 Eh
Orbital gap ... 0.290 Eh

---

<2>
Entry from the OMol25 dataset: 4 unconnected molecules or ions with the total composition H7O3S (the ωB97M-V functional and the def2-TZVPD basis).

Last columns: bonded neighbours and bond lengths (Å).
CARTESIAN COORDINATES (ANGSTROEM)
1 H -0.0289 0.0240 -2.4024  O2 0.972
2 O -0.1466 -0.6312 -3.1101  H1 0.972, H4 0.960
3 H -1.5582 -0.1889 0.5304  O6 0.977
4 H 0.2198 -1.4049 -2.6758  O2 0.960
5 H 1.3301 0.1321 1.7219  O8 0.985
6 O -2.1604 -0.7769 1.0258  H3 0.977, H11 0.962
7 S 0.2863 1.2500 -0.1991  H9 1.320
8 O 2.0694 0.1327 2.3728  H5 0.985, H10 0.958
9 H -0.3782 2.2615 0.3277  S7 1.320
10 H 2.6803 0.7386 1.9524  O8 0.958
11 H -2.3135 -1.5370 0.4563  O6 0.962

Properties
Total charge ... -1
LUMO energy ... 0.14602 Eh
Orbital gap ... 0.287 Eh

---

Energy relative to the most stable one, in hartree: <1> 0.0000; <2> 0.0077